Entry 1:
ORCA calculation (the ωB97M-V functional and the def2-TZVPD basis) on 14 unconnected molecules or ions with the total composition C3H33O14.

The geometry in ORCA input format:
```
! wB97M-V def2-TZVPD RIJCOSX def2/J DEFGRID3
* xyz -1 1
C 1.63 1.37 -0.28
C 0.56 0.34 -0.79
C 0.99 -1.07 -0.64
O -0.62 0.53 0.00
H 1.42 1.73 0.71
H 1.60 2.26 -0.91
H 2.66 1.01 -0.19
H 0.28 0.70 -1.77
H 0.25 -1.87 -0.87
H 1.35 -1.26 0.38
H 1.86 -1.29 -1.23
O -2.17 -2.89 -2.11
H -1.40 -2.38 -2.28
H -2.63 -2.45 -2.79
O -1.03 3.30 -0.57
H -0.90 2.42 -0.11
H -1.79 3.69 -0.17
O 1.03 5.05 -0.32
H 0.33 4.35 -0.35
H 1.51 4.79 0.48
O 2.23 -1.25 3.00
H 2.65 -0.41 2.76
H 2.05 -1.67 2.12
O 3.30 1.05 2.70
H 3.10 1.40 1.82
H 3.03 1.72 3.31
O -1.79 -1.84 0.71
H -1.37 -1.15 0.19
H -2.25 -2.32 0.04
O 0.02 -3.64 2.19
H -0.44 -3.48 3.07
H -0.32 -2.89 1.72
O 0.28 -4.97 -2.98
H 0.49 -4.54 -2.14
H 0.81 -5.75 -2.97
O -0.41 2.88 2.58
H -1.03 2.80 1.87
H -0.03 1.98 2.60
O -2.54 0.71 -2.14
H -2.26 0.92 -3.03
H -1.73 0.81 -1.63
O -2.84 1.30 1.56
H -2.22 0.92 0.92
H -3.37 1.91 1.11
O -0.56 -0.89 -4.19
H 0.27 -0.57 -3.80
H -0.31 -1.69 -4.63
O -0.09 0.31 2.57
H 0.72 -0.12 2.85
H -0.27 0.16 1.60
*
```

Properties
Kohn-Sham gap, eV: 8.2

---

Entry 2:
ORCA calculation (the ωB97M-V functional and the def2-TZVPD basis) on 14 unconnected molecules or ions with the total composition C3H35N2O14.

The geometry in ORCA input format:
```
! wB97M-V def2-TZVPD RIJCOSX def2/J DEFGRID3
* xyz 1 1
N 0.47 -0.81 2.02
C -0.89 -1.21 2.49
C -1.71 -1.72 1.33
N -2.99 -1.24 1.26
C -3.70 -0.44 2.22
O -1.27 -2.39 0.43
H 0.87 -0.12 2.66
H 0.41 -0.31 1.11
H 1.11 -1.59 1.78
H -0.72 -1.94 3.29
H -1.29 -0.34 3.00
H -3.34 -1.54 0.34
H -4.68 -0.12 1.88
H -3.18 0.49 2.47
H -3.86 -0.95 3.17
H 0.85 2.07 1.77
H -0.41 2.04 2.42
O 0.49 1.70 2.60
H -2.35 1.61 0.76
H -0.89 1.64 0.53
O -1.59 2.14 1.03
H 1.07 0.82 -0.63
H -0.22 0.44 -1.35
O 0.13 0.61 -0.47
H 3.37 -1.80 1.59
H 2.71 -2.52 2.82
O 2.84 -1.67 2.40
H -2.62 2.18 -2.44
H -1.48 2.89 -2.99
O -1.67 2.04 -2.55
H 0.78 0.87 -4.01
H 0.83 1.99 -2.87
O 1.10 1.09 -3.13
H -2.39 -2.62 -1.70
H -3.60 -1.73 -2.32
O -3.25 -2.21 -1.57
H 2.30 3.84 1.19
H 2.83 2.51 0.71
O 2.03 3.04 0.73
H 2.85 1.19 -1.61
H 3.39 -0.03 -0.92
O 2.88 0.79 -0.74
H 0.13 -1.97 -3.90
H -0.02 -0.72 -3.18
O -0.01 -1.68 -2.99
H 2.51 -2.34 -0.54
H 4.08 -2.55 -0.31
O 3.36 -1.92 -0.24
H 1.34 4.14 -2.06
H 0.68 3.32 -1.01
O 0.61 3.51 -1.95
H 0.35 -3.18 -0.22
H 0.74 -2.25 -1.39
O 1.03 -3.04 -0.90
*
```

Properties
Kohn-Sham gap, eV: 10.4

---

Entry 3:
ORCA calculation (the ωB97M-V functional and the def2-TZVPD basis) on 14 unconnected molecules or ions with the total composition C3H35NO14S2.

The geometry in ORCA input format:
```
! wB97M-V def2-TZVPD RIJCOSX def2/J DEFGRID3
* xyz 0 1
N -1.45 2.02 -1.08
C -0.63 0.89 -0.66
C 0.66 1.22 0.13
O 1.50 1.94 -0.75
C -1.37 -0.23 0.05
S -3.13 -0.09 -0.37
S -4.30 -1.57 0.25
H -1.08 2.35 -1.97
H -1.55 2.75 -0.39
H -0.22 0.45 -1.59
H 0.30 1.78 1.01
H 1.24 0.31 0.39
H 2.30 2.23 -0.26
H -1.40 -0.17 1.16
H -0.80 -1.13 -0.18
H -4.51 -2.57 -0.66
H 0.68 0.33 5.39
H 1.56 0.17 4.21
O 1.51 -0.10 5.13
H 4.02 2.78 1.68
H 4.16 1.28 1.61
O 4.53 2.10 1.23
H -1.63 3.29 3.80
H -1.40 1.81 3.61
O -1.06 2.68 3.27
H -2.29 -3.07 4.00
H -2.66 -3.14 2.49
O -1.97 -3.31 3.14
H 0.10 -2.92 2.19
H 1.53 -2.42 1.65
O 0.78 -3.01 1.46
H -3.38 3.12 1.30
H -2.04 3.91 1.48
O -2.94 3.96 1.13
H -0.12 -3.49 -3.61
H 0.46 -3.03 -2.24
O -0.24 -2.87 -2.89
H 4.32 -1.26 -1.02
H 3.22 -0.30 -1.36
O 3.47 -0.95 -0.64
H 0.48 3.76 -3.70
H 0.79 2.87 -2.56
O 0.69 2.83 -3.53
H 0.09 1.07 -4.24
H -0.46 -0.48 -3.97
O 0.27 0.13 -4.29
H 1.46 -0.57 -3.26
H 3.01 -0.07 -3.47
O 2.38 -0.48 -2.89
H 3.54 -0.66 1.11
H 4.22 -0.70 2.57
O 3.58 -0.24 2.00
H 2.38 -2.22 -1.15
H 1.86 -3.41 -0.28
O 1.99 -3.10 -1.19
*
```

Properties
Kohn-Sham gap, eV: 8.5

---

Entry 4:
ORCA calculation (the ωB97M-V functional and the def2-TZVPD basis) on 15 unconnected molecules or ions with the total composition C3H35NO16.

The geometry in ORCA input format:
```
! wB97M-V def2-TZVPD RIJCOSX def2/J DEFGRID3
* xyz 0 1
O 1.42 1.12 1.16
C 0.64 0.68 0.22
O 1.09 0.28 -0.86
C -0.84 0.73 0.51
C -1.59 0.43 -0.80
N -1.14 -0.20 1.59
H 3.87 1.52 -0.27
H -1.10 1.75 0.80
H -1.37 1.20 -1.54
H -1.31 -0.54 -1.20
H -2.67 0.41 -0.68
H -2.12 -0.10 1.86
H -0.96 -1.15 1.28
H -3.92 -1.36 0.25
H -2.72 -2.37 0.37
O -3.57 -2.23 -0.08
H -5.28 0.26 1.39
H -4.19 1.09 0.61
O -4.37 0.22 1.05
H -2.88 -2.74 -1.68
H -2.02 -2.42 -2.94
O -2.10 -3.04 -2.20
H -1.17 -3.15 -0.73
H -1.08 -3.91 0.61
O -0.94 -3.05 0.23
H 2.43 -0.04 -2.95
H 3.76 -0.68 -2.93
O 3.31 0.07 -3.32
H -1.06 4.56 -0.36
H -0.72 3.41 -1.35
O -1.44 3.77 -0.77
H 2.42 -2.50 4.13
H 1.33 -1.53 3.61
O 1.64 -2.47 3.55
H 2.51 1.08 0.93
H 3.84 0.05 0.28
O 3.80 1.00 0.58
H 3.60 1.41 -2.37
H 4.59 2.61 -2.14
O 3.77 2.21 -1.80
H -0.08 0.01 3.34
H 1.20 0.59 2.92
O 0.82 0.11 3.68
H 2.39 -0.93 -0.59
H 2.89 -2.15 0.11
O 3.24 -1.41 -0.47
H 0.60 1.73 -2.03
H 1.50 2.96 -2.18
O 0.57 2.68 -2.25
H 0.91 -3.08 0.57
H 1.82 -2.92 1.86
O 1.83 -3.17 0.90
H -3.00 3.01 -0.31
H -4.26 3.49 0.40
O -3.89 2.70 0.00
*
```

Properties
Kohn-Sham gap, eV: 10.1

---

Q: Among the records above, which one has the lowest Kohn-Sham gap?
A: C3H33O14